Entry 1:
This record from the OMol25 dataset describes C13H36BrInN8O16P as an isolated structure. The level of theory is wB97M-V/def2-TZVPD.

Structure (XYZ):
```
76
Properties=species:S:1:pos:R:3:forces:R:3
C 2.2945 2.2791 1.1808 -0.70 -0.87 -1.42
O 2.3941 3.6996 0.9110 -1.04 -0.70 1.15
C 1.1035 4.3467 0.8766 -0.49 1.59 -0.95
C 0.4128 4.3462 -0.5622 -0.46 -0.33 -0.28
C -0.2121 2.9345 -1.0037 0.47 -0.73 0.23
In -2.4912 3.0046 -1.2378 0.46 0.32 -0.19
C -3.5077 3.2705 0.8084 -0.91 0.41 1.57
C -4.4423 4.5499 0.8857 0.87 0.13 -4.29
O -4.7602 5.1698 -0.1351 0.45 -1.53 3.90
Br -5.1277 5.2465 2.6450 0.22 -0.28 -0.30
P -3.1120 0.6295 -1.9638 -0.16 -0.95 1.77
N -3.0495 -0.3994 -0.6919 0.69 0.18 -0.39
H 2.2999 1.7594 0.1542 0.07 0.47 1.60
H 3.1531 1.8645 1.7958 -0.96 0.88 -0.60
H 1.2767 2.0064 1.6375 1.58 0.43 -0.35
H 0.3492 3.9478 1.6287 1.07 0.08 -0.75
H 1.2943 5.4442 1.1713 -0.15 -1.55 -0.40
H 1.1161 4.6819 -1.4075 -0.71 -0.27 1.53
H -0.4413 5.1194 -0.5388 1.35 -0.89 0.14
H 0.2930 2.5471 -1.9636 -0.79 0.63 1.33
H -0.0398 2.0960 -0.2330 -0.10 1.37 -0.99
H -2.9686 4.2534 -2.4260 0.06 -0.19 0.26
H -2.7405 3.3071 1.6569 -1.18 0.00 -0.96
H -4.1802 2.3619 1.0331 0.94 1.25 -0.30
H -4.4628 0.5297 -2.4848 0.96 0.05 -0.61
H -2.1195 0.2121 -2.9089 -0.73 0.20 -0.45
H -2.3092 -1.1016 -0.8565 -0.69 0.67 0.18
C 5.2605 -0.1235 -0.5716 0.29 0.08 -0.18
N 4.0487 -0.9666 -0.4050 -0.25 -0.15 0.05
O 3.9451 -1.9486 -1.1207 -0.04 0.24 0.24
O 3.2473 -0.6113 0.4368 0.32 -0.31 -0.31
H 5.8836 -0.5559 -1.3515 -0.16 -0.02 0.09
H 4.9292 0.8758 -0.8512 -0.01 -0.06 0.18
H 5.7866 -0.1131 0.3818 -0.15 0.11 -0.04
C -2.1246 -4.6932 -1.1767 0.37 -0.08 0.09
N -2.7873 -3.5559 -1.8636 -0.12 0.24 -0.05
O -2.0726 -2.6593 -2.2791 -0.21 -0.49 -0.23
O -3.9989 -3.6035 -1.9612 0.48 0.02 -0.08
H -1.0507 -4.5154 -1.1628 -0.15 0.15 0.02
H -2.5204 -4.7413 -0.1632 -0.07 -0.06 -0.14
H -2.3600 -5.6000 -1.7378 -0.03 0.42 0.40
C 4.2418 3.8424 4.8302 -0.09 0.35 0.03
N 3.9981 2.4121 5.1522 -0.13 -0.06 0.03
O 3.3861 2.1650 6.1772 0.28 -0.11 -0.29
O 4.4298 1.5914 4.3642 -0.10 0.15 0.38
H 3.8044 4.4571 5.6140 0.01 -0.18 -0.06
H 5.3201 3.9888 4.7808 -0.09 -0.08 -0.14
H 3.7700 4.0478 3.8693 0.15 -0.08 -0.01
C 6.8509 2.0034 7.5546 -0.29 -0.14 -0.20
N 8.1750 2.6720 7.4635 0.19 0.07 -0.09
O 8.6815 2.7644 6.3593 -0.06 0.06 0.41
O 8.6580 3.0803 8.5043 -0.09 -0.11 -0.39
H 6.5448 1.6929 6.5575 0.13 0.04 0.10
H 6.9627 1.1408 8.2093 -0.04 0.17 0.04
H 6.1467 2.7244 7.9674 0.10 -0.12 0.10
C -2.8126 -8.6879 -4.1311 -0.20 -0.37 -0.15
N -2.5935 -8.0451 -2.8105 0.04 -0.21 0.02
O -1.7625 -8.5457 -2.0726 -0.28 0.36 -0.07
O -3.2630 -7.0572 -2.5598 0.09 -0.69 -0.19
H -2.1527 -9.5471 -4.2159 -0.06 0.19 0.10
H -3.8564 -8.9967 -4.1778 0.03 0.20 0.05
H -2.5849 -7.9501 -4.8963 -0.27 -0.07 0.09
C -7.0104 3.3098 -1.0507 -0.04 0.21 0.06
N -7.4143 2.4215 -2.1717 0.01 -0.17 -0.03
O -8.4610 2.6798 -2.7455 0.29 -0.20 0.02
O -6.6680 1.4963 -2.4366 -0.55 0.44 0.02
H -7.7638 4.0846 -0.9269 0.06 -0.14 -0.10
H -6.9387 2.6950 -0.1542 0.15 0.00 -0.13
H -6.0468 3.7474 -1.3081 -0.05 -0.17 0.06
C 0.8127 -6.1328 -4.9350 0.13 0.36 0.05
N -0.3412 -6.9594 -5.3752 0.09 0.11 -0.09
O -1.2778 -6.3825 -5.8986 0.20 -0.42 0.14
O -0.2673 -8.1615 -5.1794 0.13 0.46 -0.24
H 0.6077 -5.0909 -5.1715 -0.08 -0.17 0.01
H 0.9238 -6.2701 -3.8603 0.05 -0.10 -0.12
H 1.6922 -6.4851 -5.4716 -0.08 -0.09 0.14
```
Forces are in eV/Å.

## Properties
LUMO level, Ha: 0.0390
Orbital gap, eV: 4.63
Total charge: -1
Spin multiplicity: 1
HOMO energy, eV: -3.568

Entry 2:
This record from the OMol25 dataset describes C4H11NO as an isolated structure. The level of theory is wB97M-V/def2-TZVPD.

Structure (XYZ):
```
17
Properties=species:S:1:pos:R:3:forces:R:3
C 1.3623 -0.0514 -2.2859 -0.35 0.66 0.86
C 1.1740 -0.5981 -0.8482 0.72 1.64 -0.19
N -0.1361 -0.2964 -0.3622 -0.53 0.67 0.42
C -0.2368 0.4200 0.9140 0.59 -1.49 -0.25
C -1.5935 0.0859 1.4767 1.14 3.13 -3.00
O -1.5982 1.2707 2.8001 -0.27 -1.88 -2.13
H 1.3914 1.0617 -2.2284 0.17 -0.70 0.01
H 0.4346 -0.2404 -2.8404 0.58 -0.44 -0.32
H 2.2992 -0.4077 -2.7243 -0.40 -0.05 -0.31
H 1.8335 -0.0095 -0.1916 0.10 -0.20 -0.23
H 1.5233 -1.6058 -0.7075 -0.18 -0.83 -0.22
H -0.8963 -0.9287 -0.5451 0.23 -0.24 -0.09
H -0.0260 1.4958 0.8235 -0.65 -0.26 -0.12
H 0.5397 0.0503 1.6039 -0.24 0.00 0.05
H -2.3751 0.3934 0.7562 0.21 0.14 0.71
H -1.7711 -0.9660 1.6941 0.32 -0.09 0.79
H -1.9249 0.3261 2.6652 -1.44 -0.05 4.03
```
Forces are in eV/Å.

## Properties
LUMO level, Ha: 0.0258
Orbital gap, eV: 9.43
Spin multiplicity: 1
HOMO energy, eV: -8.723
Energy above the lowest of the compared OMol25 structures with the same formula, charge and spin, kcal per mole: 112.2

Entry 3:
This record from the OMol25 dataset describes C21H20O8PdS3 as an isolated structure. The level of theory is wB97M-V/def2-TZVPD.

Structure (XYZ):
```
53
Properties=species:S:1:pos:R:3:forces:R:3
Pd 0.1071 0.7651 -1.5934 -0.34 0.42 0.12
O 0.1152 -1.5853 -0.8879 -0.23 0.12 -0.16
S -0.4174 -2.3948 -2.0138 0.46 -0.28 0.21
O 1.1547 -2.8226 -2.8475 0.00 0.26 -0.01
O -1.0610 -1.6030 -3.0490 -0.11 0.02 -0.15
C 2.2108 -2.9422 -2.0157 -0.21 -0.05 0.12
C 2.5066 -4.2340 -1.5550 0.05 -0.04 0.10
C 3.4863 -4.4649 -0.6076 -0.04 0.00 -0.02
C 4.1979 -3.3910 -0.0841 0.01 0.01 0.03
C 3.9444 -2.1162 -0.5608 -0.04 -0.04 -0.11
C 2.9797 -1.8688 -1.5386 0.08 -0.14 -0.10
S 3.0121 -0.1719 -2.1594 0.52 0.03 -0.01
O 2.8133 0.6496 -0.9710 0.09 -0.03 0.11
O 4.3672 -0.0818 -2.6999 -0.05 0.00 -0.02
O 1.9758 -0.0060 -3.1626 -0.11 -0.21 -0.08
H 1.9084 -5.0470 -1.9496 -0.01 0.01 -0.01
H 3.6787 -5.4753 -0.2609 0.00 0.00 0.00
H 4.9495 -3.5480 0.6815 0.01 0.01 -0.01
H 4.5073 -1.2696 -0.1880 0.00 0.00 -0.01
O -0.1010 2.8225 0.8981 0.06 -0.30 -0.07
S -0.0685 1.3194 0.8286 -0.36 0.39 0.06
C -0.0424 0.9469 2.6725 0.23 -0.12 -0.20
C 0.4014 -0.3024 3.0751 0.03 -0.13 0.07
C 0.4924 -0.6057 4.4300 0.00 0.00 -0.14
C 0.1569 0.3517 5.3767 0.02 -0.03 0.08
C -0.2638 1.6107 4.9686 -0.04 0.09 -0.14
C -0.3591 1.9109 3.6134 -0.04 0.04 0.11
C -1.8070 0.8020 0.7424 0.04 0.15 0.08
C -2.1925 -0.5265 0.8391 -0.09 -0.10 -0.03
C -3.5419 -0.8476 0.7783 0.11 -0.01 0.01
C -4.4998 0.1499 0.6467 -0.04 0.01 -0.01
C -4.1009 1.4781 0.5715 0.06 0.04 -0.03
C -2.7520 1.8059 0.6166 -0.11 0.03 0.00
H 0.6919 -1.0306 2.3223 -0.01 0.01 0.01
H 0.8394 -1.5836 4.7431 0.00 0.00 0.00
H 0.2400 0.1223 6.4334 -0.01 0.00 0.00
H -0.5107 2.3647 5.7085 -0.01 0.00 0.00
H -0.6657 2.8894 3.2619 0.02 0.00 0.01
H -1.4449 -1.3043 0.9138 0.01 0.01 -0.02
H -3.8430 -1.8876 0.8240 0.00 0.00 0.01
H -5.5516 -0.1080 0.5970 0.00 0.00 0.00
H -4.8417 2.2628 0.4615 0.00 0.00 0.00
H -2.4010 2.8282 0.5376 -0.01 -0.01 0.01
C -2.5504 1.6614 -3.1942 0.14 0.13 0.02
O -1.5549 2.7005 -3.1167 -0.21 -0.09 -0.12
C -0.4635 2.4145 -2.4205 0.18 -0.20 0.12
C 0.4749 3.5806 -2.5059 -0.06 0.02 0.12
H -3.3253 1.8678 -2.4559 -0.02 -0.02 0.04
H -2.0841 0.6961 -2.9956 0.00 -0.03 0.00
H -2.9673 1.7025 -4.2012 0.00 0.02 0.00
H 0.0846 4.4248 -3.0870 -0.02 0.00 -0.01
H 1.4068 3.2083 -2.9379 0.00 0.00 0.01
H 0.7080 3.8820 -1.4820 0.01 0.01 -0.01
```
Forces are in eV/Å.

## Properties
LUMO level (alpha / beta), Ha: 0.1694 / 0.1694
Orbital gap (alpha / beta), eV: 4.94 / 4.94
Total charge: -2
Spin multiplicity: 1
HOMO energy (alpha / beta), eV: -0.327 / -0.327

Calculated F_max, 4.37; 4.48; 0.58 eV Å⁻¹ (same order as the records).